Record 1
This record from the Open Molecules 2025 dataset describes an isolated molecule of C4H6N2O in a non-equilibrium geometry. The level of theory is wB97M-V/def2-TZVPD.

Last column: Löwdin charge in e.
Positions of all 13 atoms, in Å:
C: 1.34 -0.38 -2.14  -0.075
O: 1.39 -0.18 -0.73  -0.071
C: 0.17 -0.01 -0.15  -0.545
N: -0.96 -0.05 -0.71  0.270
N: -2.20 0.21 1.40  0.102
C: -1.04 0.25 1.96  -0.264
C: 0.14 0.44 1.21  0.023
H: 2.37 -0.53 -2.46  0.090
H: 0.74 -1.26 -2.38  0.092
H: 0.91 0.49 -2.64  0.093
H: -2.90 -0.18 2.03  0.058
H: -0.91 0.13 3.05  0.111
H: 0.95 1.07 1.56  0.116

Results
* total charge: 0
* Kohn-Sham gap (alpha / beta): 8.67 / 7.88 eV
* energy above the lowest of the compared OMol25 structures with the same formula, charge and spin: 479.7 kJ/mol
* multiplicity: 1
* E_tot: -340.61221 hartree

---

Record 2
This record from the Open Molecules 2025 dataset describes an isolated molecule of C4H9F3N2O in a non-equilibrium geometry. The level of theory is wB97M-V/def2-TZVPD.

Last column: Löwdin charge in e.
Positions of all 19 atoms, in Å:
C: 1.90 -0.15 -0.20  -0.054
C: 0.55 -0.47 -0.79  -0.409
C: -0.69 0.45 -0.09  -0.433
C: -0.84 0.12 1.40  -0.568
N: 0.31 -1.85 -0.86  0.042
N: -0.44 1.87 -0.36  0.156
O: -1.76 -0.16 -0.78  -0.029
F: 0.11 0.76 2.09  0.133
F: -2.04 0.57 1.79  0.143
F: -0.81 -1.18 1.77  0.146
H: 2.58 0.24 -0.95  0.070
H: 2.11 -1.21 0.33  0.136
H: 1.79 0.63 0.58  0.063
H: 0.50 -0.02 -1.81  0.149
H: 0.09 -2.30 0.02  0.079
H: -0.55 -1.83 -1.44  0.095
H: -0.56 2.41 0.54  0.125
H: 0.41 1.83 -0.69  -0.006
H: -2.67 0.28 -0.54  0.160

Results
* SMILES: C[C@@H](N)[C@@](N)(O)C(F)(F)F
* total charge: 0
* Kohn-Sham gap: 10.17 eV
* energy above the lowest of the compared OMol25 structures with the same formula, charge and spin: 90.6 kJ/mol
* multiplicity: 1
* E_tot: -642.13328 hartree

---

Record 3
This record from the Open Molecules 2025 dataset describes a cluster of 3 separate species, C5H10ClN5 in total in a non-equilibrium geometry. The level of theory is wB97M-V/def2-TZVPD.

Last column: Löwdin charge in e.
Positions of all 21 atoms, in Å:
C: 2.24 -3.96 0.32  -0.797
C: -8.98 0.27 -0.48  -0.134
C: 4.15 0.07 -0.84  -0.129
C: 2.19 0.33 0.43  -0.052
C: 2.26 1.29 -0.50  -0.048
N: 2.69 -2.92 0.33  0.142
N: -8.87 -0.11 -1.57  0.379
N: 3.46 1.26 -1.28  -0.007
N: -8.72 0.57 0.69  0.292
N: 3.48 -0.36 0.42  0.063
Cl: 1.84 -5.46 0.32  0.944
H: 4.06 -0.54 -1.77  0.153
H: 5.19 0.32 -0.68  0.137
H: 1.45 -0.13 0.97  0.090
H: 1.70 2.17 -0.87  0.145
H: -9.04 -0.12 -2.57  0.169
H: 3.30 1.53 -2.24  0.134
H: -9.20 0.22 1.47  0.161
H: -7.94 1.11 0.71  0.134
H: 3.27 -1.44 0.42  0.078
H: 4.09 0.00 1.09  0.147

Results
* total charge: +2
* Kohn-Sham gap: 7.88 eV
* energy above the lowest of the compared OMol25 structures with the same formula, charge and spin: 73.8 kJ/mol
* multiplicity: 1
* E_tot: -929.79962 hartree

---

Record 4
This record from the Open Molecules 2025 dataset describes a structure of composition C3H12AsBBrO2Ti in a non-equilibrium geometry. The level of theory is wB97M-V/def2-TZVPD.

Last column: Löwdin charge in e.
Positions of all 21 atoms, in Å:
O: 2.20 -0.20 2.19  0.098
B: 0.82 -0.50 2.23  -0.713
O: 0.04 -0.15 3.31  0.147
As: -0.17 -1.48 0.66  0.720
C: -0.85 0.32 -0.01  -0.419
C: -0.88 0.32 -1.55  -0.373
C: 0.07 1.43 -2.11  -0.722
Br: -0.88 3.09 -2.53  0.765
H: 2.34 0.47 1.54  0.045
H: -0.84 0.03 2.97  0.085
H: -1.37 -1.73 1.62  0.004
H: -0.96 -2.20 -0.48  0.001
H: 1.15 -1.21 -0.38  -0.080
H: 0.44 -2.88 1.07  -0.022
H: -0.09 1.05 0.36  0.048
H: -1.79 0.65 0.44  0.095
H: -1.89 0.50 -1.92  0.114
H: -0.52 -0.65 -1.94  0.074
H: 0.86 1.72 -1.33  -0.012
H: 0.51 1.06 -3.06  0.077
Ti: 1.81 0.35 -1.10  1.069

Results
* total charge: +1
* Kohn-Sham gap: 5.04 eV
* energy above the lowest of the compared OMol25 structures with the same formula, charge and spin: 46.2 kJ/mol
* multiplicity: 1
* E_tot: -5955.51148 hartree

---

Question: Which of these has the lowest E_tot?
Answer: C3H12AsBBrO2Ti

---

Question: E_tot of number 4 (C3H12AsBBrO2Ti)?
Answer: -5955.51148 hartree

---

Question: Among the records above, which one has the lowest E_tot?
Answer: C3H12AsBBrO2Ti

---

Question: total charge of number 1 (C4H6N2O)?
Answer: 0